No. 1
{
  "formula": "C29H37BrN4O5",
  "method": "the ωB97M-V functional and the def2-TZVPD basis",
  "symbols": ["C", "C", "C", "N", "N", "C", "C", "C", "C", "C", "Br", "O", "C", "C", "C", "C", "C", "C", "C", "C", "C", "H", "H", "H", "H", "H", "H", "H", "H", "H", "H", "H", "H", "H", "H", "H", "H", "H", "H", "H", "H", "H", "H", "H", "H", "H", "H", "H", "O", "N", "O", "C", "C", "C", "C", "C", "C", "H", "H", "H", "H", "H", "O", "N", "O", "C", "C", "C", "C", "C", "C", "H", "H", "H", "H", "H"],
  "xyz": [[-2.503, 1.465, 0.207], [-1.372, 2.628, -0.199], [-1.738, 3.477, -1.592], [-0.254, 2.915, 0.545], [0.877, 2.255, 0.049], [1.807, 2.075, 1.268], [2.379, 0.548, 1.435], [2.307, 0.202, 3.069], [1.186, -0.937, 3.436], [1.054, -0.927, 5.102], [-0.652, -0.578, 2.735], [3.786, 0.361, 1.053], [3.963, 0.215, -0.400], [3.356, -1.200, -1.016], [1.933, -0.868, -1.786], [1.724, 0.359, -2.886], [0.239, 0.667, -3.586], [-1.055, -0.291, -3.198], [-0.787, -1.500, -2.120], [-2.077, -2.448, -1.685], [0.648, -1.846, -1.392], [-3.470, 1.561, -0.487], [-2.886, 1.574, 1.312], [-1.993, 0.424, 0.053], [-2.385, 2.809, -2.303], [-2.400, 4.419, -1.311], [-0.711, 3.778, -2.065], [1.308, 2.967, -0.609], [2.641, 2.914, 1.321], [1.101, 2.285, 2.209], [1.621, -0.176, 0.913], [3.364, -0.262, 3.374], [2.190, 1.167, 3.732], [1.627, -1.978, 3.084], [0.207, -1.692, 5.399], [2.087, -1.128, 5.615], [0.642, 0.150, 5.374], [5.141, 0.193, -0.590], [3.556, 1.171, -0.938], [4.120, -1.799, -1.672], [3.086, -1.865, -0.082], [2.631, 1.046, -3.196], [0.131, 1.569, -4.334], [-2.105, -0.080, -3.698], [-1.763, -3.575, -1.515], [-2.967, -2.357, -2.468], [-2.464, -1.993, -0.652], [0.816, -2.705, -0.612], [-0.380, 4.096, -3.950], [-1.190, 3.818, -4.847], [-2.108, 2.994, -4.732], [-1.048, 4.509, -6.134], [0.000, 5.422, -6.320], [0.144, 6.058, -7.554], [-0.752, 5.788, -8.590], [-1.801, 4.887, -8.398], [-1.954, 4.242, -7.169], [0.706, 5.643, -5.523], [0.958, 6.763, -7.710], [-0.632, 6.282, -9.552], [-2.497, 4.684, -9.209], [-2.774, 3.540, -7.037], [-0.472, -6.793, 9.519], [-1.282, -7.071, 8.621], [-2.200, -7.895, 8.736], [-1.140, -6.379, 7.334], [-0.092, -5.467, 7.148], [0.052, -4.831, 5.914], [-0.844, -5.101, 4.879], [-1.893, -6.002, 5.070], [-2.046, -6.647, 6.299], [0.614, -5.245, 7.945], [0.866, -4.126, 5.758], [-0.724, -4.606, 3.916], [-2.589, -6.205, 4.259], [-2.866, -7.349, 6.431]],
  "homo_ev": -6.75,
  "gap_ev": 5.64,
  "total_energy_ev": -116890.9948,
  "smiles": "CC(C)=NNC[C@H](C[C@@H](C)Br)OCCc1cccc(C)c1.O=[N+]([O-])c1ccccc1.O=[N+]([O-])c1ccccc1",
  "lumo_ev": -1.11
}

=====

No. 2
{
  "formula": "C14H14ClNO3",
  "method": "the ωB97M-V functional and the def2-TZVPD basis",
  "symbols": ["O", "C", "O", "C", "C", "C", "N", "C", "O", "C", "C", "C", "C", "C", "C", "C", "C", "Cl", "C", "H", "H", "H", "H", "H", "H", "H", "H", "H", "H", "H", "H", "H", "H"],
  "xyz": [[3.109, 0.236, 0.265], [2.208, 1.069, 0.351], [2.319, 2.334, -0.018], [1.014, 2.923, -0.024], [0.134, 2.074, 0.876], [0.797, 0.706, 0.880], [0.072, -0.299, 0.118], [-0.214, -1.568, 0.649], [-1.018, -2.321, 0.117], [0.586, -2.128, 1.802], [0.225, -3.469, 2.407], [0.080, -2.242, 3.233], [-0.448, 0.057, -1.122], [0.353, 0.276, -2.246], [-0.231, 0.550, -3.505], [-1.636, 0.678, -3.583], [-2.418, 0.589, -2.462], [-4.176, 0.658, -2.611], [-1.833, 0.236, -1.246], [0.654, 2.935, -1.090], [1.055, 3.934, 0.317], [-0.929, 2.106, 0.599], [0.192, 2.515, 1.916], [0.885, 0.459, 1.941], [1.662, -1.998, 1.632], [-0.701, -3.962, 2.129], [1.067, -4.181, 2.613], [0.831, -2.101, 4.034], [-0.896, -1.836, 3.481], [1.391, 0.097, -2.207], [0.413, 0.652, -4.368], [-2.132, 0.903, -4.535], [-2.416, 0.118, -0.344]],
  "homo_ev": -9.34,
  "gap_ev": 9.90,
  "total_energy_ev": -34899.3998,
  "smiles": "O=C1OCC[C@H]1N(C(=O)C1CC1)c1cccc(Cl)c1",
  "lumo_ev": 0.56
}

=====

No. 3
{
  "formula": "C43H103N7O8",
  "method": "the ωB97M-V functional and the def2-TZVPD basis",
  "symbols": ["C", "C", "C", "O", "C", "N", "H", "H", "H", "H", "H", "H", "H", "H", "H", "H", "H", "C", "C", "C", "O", "C", "N", "H", "H", "H", "H", "H", "H", "H", "H", "H", "H", "H", "C", "C", "C", "O", "C", "N", "H", "H", "H", "H", "H", "H", "H", "H", "H", "H", "H", "C", "C", "C", "O", "C", "N", "H", "H", "H", "H", "H", "H", "H", "H", "H", "H", "H", "O", "H", "H", "C", "C", "C", "C", "C", "C", "N", "O", "C", "C", "C", "H", "H", "H", "H", "H", "H", "H", "H", "H", "H", "H", "H", "H", "H", "H", "H", "H", "H", "H", "C", "C", "C", "C", "C", "C", "N", "O", "C", "C", "C", "H", "H", "H", "H", "H", "H", "H", "H", "H", "H", "H", "H", "H", "H", "H", "H", "H", "H", "H", "C", "C", "C", "C", "C", "C", "N", "O", "C", "C", "C", "H", "H", "H", "H", "H", "H", "H", "H", "H", "H", "H", "H", "H", "H", "H", "H", "H", "H", "H"],
  "xyz": [[-3.238, 16.540, 11.911], [-4.572, 17.223, 12.275], [-5.833, 17.060, 11.366], [-6.835, 17.922, 12.022], [-8.050, 17.874, 11.230], [-4.886, 16.557, 13.504], [-2.550, 16.909, 11.151], [-3.338, 15.455, 11.884], [-2.608, 16.845, 12.747], [-4.282, 18.237, 12.549], [-6.132, 16.014, 11.438], [-5.496, 17.456, 10.408], [-7.815, 18.116, 10.194], [-8.790, 18.593, 11.583], [-8.512, 16.887, 11.186], [-3.990, 16.815, 13.892], [-5.611, 17.102, 13.946], [-0.189, 22.707, 9.750], [0.862, 23.404, 10.707], [1.547, 22.709, 11.945], [0.496, 21.914, 12.495], [0.817, 20.835, 13.493], [1.969, 23.787, 9.902], [0.145, 21.755, 9.338], [-0.590, 23.294, 8.924], [-1.060, 22.464, 10.358], [0.444, 24.245, 11.260], [2.000, 23.466, 12.586], [2.369, 22.045, 11.678], [1.274, 21.311, 14.360], [1.520, 20.168, 12.993], [0.003, 20.183, 13.809], [1.671, 24.361, 9.126], [2.517, 23.018, 9.544], [1.714, 17.081, 11.207], [2.612, 15.860, 11.344], [2.056, 14.631, 12.165], [1.998, 14.807, 13.561], [2.059, 13.525, 14.214], [2.851, 15.340, 10.025], [2.317, 17.939, 10.910], [1.266, 17.260, 12.184], [1.091, 16.796, 10.358], [3.469, 16.310, 11.844], [2.642, 13.732, 11.979], [1.075, 14.247, 11.885], [2.847, 12.869, 13.846], [1.208, 12.846, 14.259], [2.338, 13.709, 15.252], [3.272, 16.118, 9.538], [2.068, 15.064, 9.450], [-0.489, 17.764, 17.884], [-1.797, 17.867, 16.983], [-1.777, 18.497, 15.642], [-3.016, 18.576, 15.023], [-3.150, 19.707, 14.275], [-2.251, 16.521, 16.958], [-0.618, 17.496, 18.933], [0.046, 18.713, 17.842], [0.243, 17.074, 17.465], [-2.616, 18.391, 17.476], [-1.083, 18.111, 14.895], [-1.336, 19.489, 15.749], [-2.355, 19.894, 13.554], [-3.019, 20.619, 14.858], [-4.164, 19.755, 13.876], [-3.093, 16.503, 16.402], [-2.459, 16.265, 17.913], [-0.936, 19.002, 10.931], [-1.039, 18.757, 11.851], [-1.387, 18.310, 10.447], [-0.232, 11.617, 7.181], [0.184, 13.029, 6.858], [-0.137, 13.381, 5.349], [-1.574, 13.597, 5.139], [-2.157, 14.729, 6.068], [-1.995, 14.402, 7.617], [-0.580, 13.880, 7.775], [-0.141, 13.870, 9.077], [-2.305, 15.713, 8.367], [-2.986, 13.310, 8.034], [1.716, 13.236, 6.964], [-0.401, 11.400, 8.235], [0.526, 10.904, 6.855], [-1.135, 11.373, 6.621], [0.411, 14.286, 5.085], [0.131, 12.585, 4.654], [-2.174, 12.715, 5.362], [-1.864, 13.891, 4.130], [-3.227, 14.814, 5.873], [-1.678, 15.687, 5.864], [-1.636, 16.443, 7.912], [-3.323, 16.032, 8.146], [-1.948, 15.808, 9.393], [-2.845, 12.297, 7.657], [-2.940, 13.103, 9.103], [-4.045, 13.459, 7.826], [1.960, 14.249, 6.641], [2.308, 12.586, 6.319], [2.052, 13.163, 7.998], [-0.598, 13.111, 9.448], [-3.169, 19.447, 7.704], [-4.275, 20.445, 7.548], [-5.579, 19.598, 7.495], [-6.858, 20.340, 7.591], [-6.865, 21.199, 8.945], [-5.548, 22.077, 9.061], [-4.416, 21.241, 8.784], [-3.246, 21.648, 9.327], [-5.583, 23.396, 8.283], [-5.645, 22.225, 10.604], [-3.986, 21.337, 6.272], [-3.246, 18.895, 8.641], [-2.152, 19.815, 7.569], [-3.202, 18.741, 6.875], [-5.687, 19.088, 6.538], [-5.553, 18.780, 8.216], [-7.703, 19.653, 7.627], [-7.039, 20.958, 6.711], [-7.073, 20.397, 9.653], [-7.775, 21.795, 8.884], [-4.786, 24.102, 8.517], [-5.804, 23.366, 7.216], [-6.453, 23.984, 8.572], [-4.705, 22.712, 10.863], [-6.352, 22.908, 11.075], [-5.611, 21.335, 11.233], [-4.878, 21.822, 5.878], [-3.514, 20.753, 5.482], [-3.298, 22.157, 6.481], [-3.035, 20.802, 9.729], [0.860, 19.050, 7.698], [1.902, 18.303, 6.823], [1.123, 17.074, 6.093], [0.428, 17.271, 4.714], [1.201, 18.123, 3.774], [1.776, 19.437, 4.515], [2.448, 19.105, 5.764], [3.089, 20.267, 6.252], [2.791, 19.902, 3.458], [0.667, 20.427, 4.643], [2.957, 17.716, 7.690], [1.227, 20.019, 8.035], [0.699, 18.411, 8.567], [-0.066, 19.306, 7.183], [1.727, 16.176, 5.963], [0.441, 16.578, 6.783], [-0.594, 17.631, 4.833], [0.260, 16.261, 4.339], [0.432, 18.262, 3.014], [2.002, 17.610, 3.243], [3.467, 20.717, 3.716], [3.494, 19.167, 3.068], [2.282, 20.185, 2.536], [0.919, 21.047, 5.504], [0.430, 21.085, 3.807], [-0.290, 19.969, 4.895], [3.465, 18.446, 8.320], [3.677, 17.055, 7.207], [2.343, 17.074, 8.321], [3.998, 20.083, 6.004]],
  "multiplicity": 2,
  "homo_ev": [-9.43, -9.43],
  "total_charge": 1,
  "gap_ev": [6.86, 2.80],
  "total_energy_ev": -73052.5262,
  "lumo_ev": [-2.57, -6.63]
}

=====

No. 4
{
  "formula": "C8H16Cl3FeO4Si",
  "method": "the ωB97M-V functional and the def2-TZVPD basis",
  "symbols": ["Fe", "C", "C", "O", "C", "C", "O", "C", "C", "O", "C", "C", "O", "H", "H", "H", "H", "H", "H", "H", "H", "H", "H", "H", "H", "H", "H", "H", "H", "Cl", "Si", "Cl", "Cl"],
  "xyz": [[-0.112, -0.009, 0.938], [-1.348, 2.315, -0.094], [-1.775, 1.227, -1.061], [-1.716, -0.009, -0.319], [-1.774, -1.243, -1.063], [-1.336, -2.333, -0.102], [-0.114, -1.962, 0.602], [1.163, -2.343, 0.030], [1.690, -1.241, -0.867], [1.475, -0.003, -0.133], [1.688, 1.244, -0.853], [1.150, 2.337, 0.051], [-0.128, 1.946, 0.615], [-2.091, 2.452, 0.689], [-1.195, 3.260, -0.612], [-1.116, 1.160, -1.930], [-2.795, 1.410, -1.403], [-1.120, -1.171, -1.936], [-2.794, -1.430, -1.400], [-1.182, -3.276, -0.626], [-2.074, -2.478, 0.685], [1.064, -3.277, -0.522], [1.820, -2.500, 0.884], [1.154, -1.178, -1.816], [2.756, -1.362, -1.058], [1.158, 1.188, -1.806], [2.755, 1.372, -1.037], [1.048, 3.276, -0.493], [1.803, 2.491, 0.909], [-1.451, 0.038, 2.893], [0.632, 0.030, 3.067], [1.380, 1.692, 3.872], [1.383, -1.620, 3.898]],
  "multiplicity": 2,
  "homo_ev": [-17.18, -16.70],
  "total_charge": 2,
  "gap_ev": [9.26, 9.03],
  "total_energy_ev": -96563.9430,
  "lumo_ev": [-7.92, -7.67]
}

=====

No. 5
{
  "formula": "C2H4F4N",
  "method": "the ωB97M-V functional and the def2-TZVPD basis",
  "symbols": ["N", "C", "F", "F", "C", "F", "F", "H", "H", "H", "H"],
  "xyz": [[-0.934, -0.442, 0.866], [-0.328, -0.041, -0.461], [-1.156, 1.088, -1.030], [-0.524, -1.177, -1.433], [1.253, 0.389, -0.404], [1.748, 0.735, 0.964], [1.390, 1.604, -1.285], [-1.340, 0.384, 1.397], [-0.269, -0.920, 1.527], [-1.747, -1.093, 0.664], [1.906, -0.527, -0.804]],
  "homo_ev": -18.20,
  "total_charge": 1,
  "gap_ev": 13.50,
  "total_energy_ev": -14488.7706,
  "smiles": "[NH3+]C(F)(F)C(F)F",
  "lumo_ev": -4.70
}